28
Properties=species:S:1:pos:R:3:nbo_charge:R:1 method="wB97M-V/def2-TZVPD" multiplicity=1 charge=+2
Sn 0.05 0.04 -0.16 1.5721
O -0.04 -1.34 2.07 -0.9694
H -0.32 -2.26 2.03 0.5066
H 0.08 -1.26 3.03 0.5029
O -2.37 0.87 0.70 -0.9343
H -2.97 0.59 0.06 0.4913
H -2.52 0.44 1.52 0.4960
O -1.54 -2.00 -0.79 -0.9707
H -1.19 -2.50 -1.53 0.5027
H -2.52 -1.91 -0.89 0.5114
O 1.74 -1.93 -0.62 -0.9447
H 1.38 -2.74 -1.02 0.4954
H 2.06 -2.40 0.17 0.4962
O -1.63 0.66 -2.05 -0.9782
H -1.58 1.54 -2.49 0.5174
H -2.29 0.21 -2.56 0.5040
O 0.54 2.49 -0.29 -0.9599
H 1.28 2.55 -0.90 0.5099
H 0.83 2.99 0.48 0.5176
O 2.39 0.59 0.87 -0.9231
H 3.00 -0.10 0.96 0.4928
H 2.22 0.81 1.74 0.4896
O 1.52 0.16 -2.51 -0.9605
H 0.94 0.24 -3.28 0.5014
H 2.22 -0.41 -2.72 0.5063
O -0.18 1.51 2.40 -0.9760
H -0.19 1.00 3.25 0.4906
H -0.92 2.16 2.53 0.5126

28
Properties=species:S:1:pos:R:3:nbo_charge:R:1 method="wB97M-V/def2-TZVPD" multiplicity=1 charge=+2
Sn -0.07 -0.01 -0.04 1.5635
O 2.23 -1.08 -0.12 -1.0001
H 2.98 -0.70 0.31 0.5062
H 2.46 -1.49 -1.06 0.5394
O -1.47 -0.61 -2.05 -0.9686
H -1.66 -1.57 -2.18 0.5211
H -1.37 -0.18 -2.90 0.5040
O -0.33 -2.65 -0.24 -0.9853
H 0.51 -3.08 -0.10 0.5062
H -1.07 -3.30 0.00 0.5224
O -1.53 2.09 -1.01 -0.9521
H -2.28 2.30 -0.45 0.5006
H -1.77 2.09 -1.93 0.4983
O 2.01 1.64 0.83 -0.9568
H 2.16 1.89 1.77 0.5118
H 2.93 1.28 0.67 0.4823
O 0.84 -0.95 2.25 -0.9285
H 0.48 -1.72 2.73 0.5011
H 1.62 -1.34 1.93 0.4779
O 0.99 1.07 -2.08 -0.9555
H 1.81 1.50 -1.94 0.5036
H 1.00 0.87 -3.01 0.5053
O -2.43 -0.58 1.07 -0.9553
H -2.31 -1.26 1.68 0.4920
H -3.31 -0.69 0.65 0.5141
O -0.72 1.79 1.77 -0.9548
H -0.13 2.47 1.48 0.4939
H -1.59 2.22 1.98 0.5133

28
Properties=species:S:1:pos:R:3:nbo_charge:R:1 method="wB97M-V/def2-TZVPD" multiplicity=1 charge=+2
Sr 4.99 -11.69 7.27 1.8540
O 4.64 -9.03 7.16 -1.0031
H 5.39 -8.47 6.92 0.5128
H 3.88 -8.52 7.41 0.5075
O 7.31 -12.94 7.85 -0.9926
H 7.60 -13.85 7.89 0.5105
H 7.98 -12.49 8.41 0.4951
O 3.08 -10.66 8.84 -0.9633
H 3.43 -9.78 9.16 0.4989
H 3.09 -11.19 9.60 0.4828
O 5.53 -13.20 5.12 -0.9723
H 5.18 -13.71 4.41 0.5063
H 6.45 -13.30 4.94 0.4813
O 6.15 -10.64 9.50 -0.9653
H 6.56 -11.22 10.20 0.5005
H 6.93 -10.26 9.07 0.4794
O 3.01 -13.37 6.64 -0.9815
H 2.86 -13.37 5.69 0.4899
H 2.18 -13.72 6.95 0.5095
O 4.92 -13.25 9.45 -0.9903
H 5.63 -13.91 9.58 0.5093
H 4.70 -12.82 10.29 0.4968
O 3.50 -10.78 5.10 -0.9925
H 3.64 -11.10 4.19 0.5037
H 3.19 -9.90 5.11 0.5038
O 6.97 -10.73 5.74 -0.9594
H 7.32 -11.44 5.17 0.4943
H 7.72 -10.54 6.30 0.4836

29
Properties=species:S:1:pos:R:3:nbo_charge:R:1 method="wB97M-V/def2-TZVPD" multiplicity=1 charge=-1
O 0.19 -0.04 -0.51 -0.8822
H 0.20 0.14 0.45 0.5793
O 1.26 -1.47 -0.04 -0.9522
H 1.00 -2.05 -0.76 0.4683
H 0.71 -0.69 -0.15 0.3997
O 0.98 1.68 0.56 -0.9693
H 0.25 2.30 0.60 0.4907
H 0.64 0.95 0.04 0.4081
O -1.56 1.21 -0.15 -1.0116
H -0.80 0.75 -0.50 0.4038
H -1.53 1.03 0.79 0.4216
O -1.03 -1.15 -1.35 -1.0638
H -1.76 -0.65 -0.99 0.4746
H -0.25 -0.74 -0.96 0.4207
O -0.25 1.26 -2.04 -0.9677
H 0.59 1.33 -2.49 0.4665
H -0.14 0.53 -1.43 0.4090
O 0.23 0.80 2.16 -0.8947
H 0.00 -0.01 2.62 0.4894
H 1.19 0.80 2.14 0.5279
O -0.45 -1.64 1.08 -0.9533
H 0.34 -1.25 0.70 0.4145
H -0.67 -2.35 0.49 0.5012
O 1.59 -0.06 -1.97 -0.9760
H 1.18 -0.06 -1.11 0.4316
H 1.78 -0.97 -2.16 0.4419
O -1.60 0.22 1.63 -0.9754
H -1.23 -0.65 1.47 0.4596
H -0.86 0.76 1.89 0.4378

Record order is preserved below.
Largest force on an atom: 3.5, 3.7, 2.9, 19.7 eV/Å
Record order is preserved below.
Relative energy (zero: lowest compared OMol25 entry of this formula, charge and spin): 5.60, 13.52, 25.25, 689.74 kcal per mole
Record order is preserved below.
HOMO-LUMO gap: 10.5, 10.1, 11.7, 7.5 eV